Entry 1:
{
  "formula": "C24H29N5O3RuS",
  "method": "the ωB97M-V functional and the def2-TZVPD basis",
  "s_squared": 8.764,
  "homo_lumo_gap_ev": [7.688, 4.762],
  "spin_multiplicity": 6,
  "total_charge": 3,
  "homo_energy_ev": [-16.59, -16.59],
  "species": ["Ru", "C", "C", "C", "C", "C", "C", "C", "H", "H", "H", "H", "H", "H", "H", "H", "C", "N", "C", "C", "N", "C", "S", "C", "C", "C", "C", "C", "N", "H", "H", "H", "H", "H", "H", "H", "H", "H", "O", "C", "N", "C", "O", "C", "C", "C", "C", "N", "C", "H", "H", "H", "H", "H", "H", "H", "H", "C", "O", "H", "H", "H", "H"],
  "positions_angstrom": [[-1.09680, -0.53760, 0.09302], [-1.12024, 0.96196, -3.28748], [-1.95825, 0.16871, -2.33249], [-2.91198, 0.79759, -1.51404], [-3.75493, 0.06139, -0.67855], [-3.65968, -1.32919, -0.63673], [-2.71854, -1.97881, -1.44684], [-1.87012, -1.23575, -2.27432], [-0.89581, 1.95762, -2.90332], [-1.68267, 1.09684, -4.21622], [-0.19360, 0.44814, -3.54104], [-3.00273, 1.87700, -1.54676], [-4.49913, 0.57123, -0.07980], [-4.33607, -1.90264, -0.01543], [-2.67763, -3.06035, -1.47040], [-1.17998, -1.74893, -2.93203], [4.23314, -0.68374, -1.08050], [3.42692, -1.82699, -0.61691], [3.93761, -3.06007, -0.26254], [2.90393, -3.83248, 0.10115], [1.74681, -3.05852, -0.02768], [2.10146, -1.82362, -0.46812], [1.16653, -0.44303, -0.89081], [0.45832, -3.55281, 0.33407], [0.24047, -4.92149, 0.32097], [-0.94222, -5.41518, 0.84282], [-1.87272, -4.53188, 1.37560], [-1.59552, -3.18828, 1.29198], [-0.45964, -2.68637, 0.75549], [5.24874, -1.03018, -1.23953], [4.23068, 0.10256, -0.32983], [3.83213, -0.30581, -2.01722], [4.99203, -3.27896, -0.29224], [2.90095, -4.84101, 0.47308], [0.97879, -5.59653, -0.08705], [-1.12662, -6.48207, 0.84942], [-2.78857, -4.87826, 1.83552], [-2.29613, -2.46515, 1.69698], [3.94446, 4.59406, -0.93962], [2.81843, 5.43393, -0.82093], [1.83339, 4.56259, -0.18666], [0.54035, 4.90581, -0.10114], [0.05554, 5.93120, -0.52567], [-0.37721, 3.88007, 0.52941], [-1.43285, 4.32019, 1.31749], [-2.32459, 3.39402, 1.84064], [-2.16730, 2.06263, 1.51567], [-1.16688, 1.63519, 0.72009], [-0.27788, 2.53271, 0.25155], [4.71299, 5.12174, -1.19588], [2.42763, 5.76959, -1.77878], [3.00697, 6.30697, -0.19761], [2.21048, 3.77395, 0.31179], [-1.54698, 5.38227, 1.50206], [-3.14417, 3.70050, 2.47639], [-2.85123, 1.31524, 1.89608], [0.50775, 2.15832, -0.39287], [-0.02530, -1.18052, 3.52656], [-0.41961, -0.34116, 2.40382], [-0.61629, -0.92735, 4.40369], [1.03295, -1.04351, 3.73689], [-0.20794, -2.21396, 3.25888], [-0.29161, 0.57818, 2.66592]]
}

---

Entry 2:
{
  "formula": "C24H29N7O3S",
  "method": "the ωB97M-V functional and the def2-TZVPD basis",
  "homo_lumo_gap_ev": 9.133,
  "homo_energy_ev": -8.66,
  "species": ["O", "C", "N", "C", "C", "C", "C", "C", "C", "C", "C", "C", "N", "C", "C", "N", "C", "C", "C", "C", "C", "O", "C", "O", "C", "N", "N", "N", "C", "C", "C", "C", "C", "S", "N", "H", "H", "H", "H", "H", "H", "H", "H", "H", "H", "H", "H", "H", "H", "H", "H", "H", "H", "H", "H", "H", "H", "H", "H", "H", "H", "H", "H", "H"],
  "positions_angstrom": [[0.50165, 1.41005, 1.39478], [-0.28191, 1.25451, 0.48099], [-0.10706, 1.75147, -0.75218], [1.07665, 2.48888, -1.14381], [1.61589, 2.00164, -2.50116], [1.25847, 3.10241, -3.49783], [1.40042, 4.37328, -2.66691], [0.76493, 3.98988, -1.33163], [-1.55927, 0.39033, 0.59300], [-2.33017, 0.55335, 1.87399], [-1.74145, 0.82288, 3.10561], [-2.56235, 0.96224, 4.21625], [-3.87753, 0.84715, 4.17677], [-4.44046, 0.60972, 3.00442], [-3.72075, 0.46413, 1.83023], [-1.11366, -0.98608, 0.30669], [-0.36813, -1.69013, 1.33510], [-1.04196, -2.94853, 1.93297], [-2.41759, -2.71758, 2.56689], [-3.36542, -3.04726, 1.41804], [-2.62273, -4.19644, 0.74216], [-1.23668, -3.96136, 0.95193], [-1.08304, -1.29463, -1.00821], [-1.61777, -0.59873, -1.85701], [-0.28566, -2.52585, -1.45300], [1.03752, -2.05656, -1.73146], [1.65843, -2.20974, -2.87107], [2.78972, -1.60928, -2.77819], [2.84134, -1.07090, -1.53942], [3.92022, -0.28341, -1.03631], [5.08704, 0.03374, -1.67974], [5.92060, 0.85562, -0.90124], [5.37752, 1.14948, 0.31223], [3.83570, 0.43149, 0.53880], [1.73066, -1.35115, -0.86176], [-0.76366, 1.52201, -1.48501], [1.80209, 2.33291, -0.34130], [1.18787, 1.03937, -2.77988], [2.69863, 1.88489, -2.44905], [1.90612, 3.09315, -4.37246], [0.22604, 2.98944, -3.83245], [0.91511, 5.23401, -3.12412], [2.45701, 4.60551, -2.52682], [1.13886, 4.58700, -0.50265], [-0.31720, 4.12294, -1.38237], [-2.23478, 0.65026, -0.23029], [-0.67569, 0.95569, 3.19359], [-2.14119, 1.17412, 5.18996], [-5.51982, 0.53518, 3.00930], [-4.23219, 0.28235, 0.89679], [0.61241, -1.97327, 0.94404], [-0.19331, -0.98891, 2.15046], [-0.32647, -3.33826, 2.66928], [-2.56492, -3.42663, 3.38267], [-2.53623, -1.71238, 2.95547], [-3.45254, -2.19952, 0.73909], [-4.35765, -3.33720, 1.75386], [-2.88749, -5.15836, 1.19959], [-2.80533, -4.25579, -0.33394], [-0.27210, -3.31455, -0.69813], [-0.69856, -2.89548, -2.39346], [5.31476, -0.31793, -2.66913], [6.88047, 1.21369, -1.22731], [5.79657, 1.75110, 1.09439]]
}

---

Entry 3:
{
  "formula": "C24H29N7O3S",
  "method": "the ωB97M-V functional and the def2-TZVPD basis",
  "homo_lumo_gap_ev": 9.219,
  "homo_energy_ev": -8.60,
  "species": ["O", "C", "N", "C", "C", "C", "C", "C", "C", "C", "C", "C", "N", "C", "C", "N", "C", "C", "C", "C", "C", "O", "C", "O", "C", "N", "N", "N", "C", "C", "C", "C", "C", "S", "N", "H", "H", "H", "H", "H", "H", "H", "H", "H", "H", "H", "H", "H", "H", "H", "H", "H", "H", "H", "H", "H", "H", "H", "H", "H", "H", "H", "H", "H"],
  "positions_angstrom": [[1.11614, -0.50840, 3.63448], [0.76947, 0.28142, 2.77831], [1.58303, 0.81433, 1.85800], [2.96781, 0.42260, 1.67781], [3.13637, -0.42283, 0.39555], [3.92846, 0.43952, -0.59678], [3.79362, 1.86343, -0.06198], [3.83375, 1.66659, 1.45077], [-0.69756, 0.72471, 2.56695], [-1.57835, 0.69513, 3.78688], [-1.06280, 0.79363, 5.07283], [-1.94764, 0.80147, 6.14181], [-3.25962, 0.73225, 6.00917], [-3.75124, 0.65570, 4.78425], [-2.96337, 0.63467, 3.64634], [-1.21455, -0.11980, 1.48372], [-1.49284, -1.50198, 1.81388], [-0.32916, -2.46278, 1.49169], [0.03647, -3.40644, 2.63763], [0.62349, -4.59280, 1.88034], [-0.27801, -4.63838, 0.64708], [-0.67531, -3.29743, 0.38762], [-1.05076, 0.34690, 0.22788], [-0.62637, 1.46687, 0.00079], [-1.41801, -0.58216, -0.93333], [-0.58719, -0.21243, -2.03719], [0.71622, -0.30687, -1.99532], [1.17064, 0.15060, -3.10591], [0.09442, 0.53169, -3.83062], [0.17586, 1.09527, -5.14070], [1.31382, 1.35165, -5.85717], [1.04169, 1.91090, -7.11875], [-0.29073, 2.07067, -7.34245], [-1.24772, 1.54326, -6.01844], [-1.03099, 0.30355, -3.15597], [1.19344, 1.39813, 1.12898], [3.24706, -0.12653, 2.58001], [2.15916, -0.65800, -0.02730], [3.64719, -1.36052, 0.60820], [4.97898, 0.14583, -0.59987], [3.53601, 0.33985, -1.60641], [2.83436, 2.28639, -0.36397], [4.58445, 2.52096, -0.41892], [4.85569, 1.46214, 1.77150], [3.46045, 2.52464, 2.00820], [-0.69664, 1.75221, 2.17926], [-0.00105, 0.84705, 5.24324], [-1.58423, 0.86903, 7.15854], [-4.83018, 0.61096, 4.71436], [-3.41391, 0.57924, 2.66699], [-1.69611, -1.53713, 2.88490], [-2.38694, -1.84137, 1.28461], [0.55541, -1.87270, 1.20895], [0.72609, -2.93501, 3.33250], [-0.86545, -3.70905, 3.17248], [0.59396, -5.52065, 2.44554], [1.65287, -4.38352, 1.58878], [0.22512, -5.02509, -0.24229], [-1.17613, -5.24070, 0.83691], [-1.24254, -1.63235, -0.69367], [-2.45694, -0.42257, -1.23094], [2.29566, 1.14033, -5.47550], [1.80184, 2.18270, -7.82888], [-0.77335, 2.47009, -8.21234]]
}

---

Entry 4:
{
  "formula": "C24H29N7O4",
  "method": "the ωB97M-V functional and the def2-TZVPD basis",
  "homo_lumo_gap_ev": 8.919,
  "homo_energy_ev": -8.55,
  "species": ["C", "C", "O", "C", "O", "C", "C", "C", "C", "N", "C", "O", "N", "C", "C", "C", "C", "C", "C", "C", "N", "C", "C", "N", "N", "N", "N", "C", "C", "C", "C", "C", "O", "C", "C", "H", "H", "H", "H", "H", "H", "H", "H", "H", "H", "H", "H", "H", "H", "H", "H", "H", "H", "H", "H", "H", "H", "H", "H", "H", "H", "H", "H", "H"],
  "positions_angstrom": [[-3.15027, -4.37502, 9.92009], [-3.73452, -4.78142, 8.58029], [-3.06740, -4.04669, 7.55602], [-3.49671, -4.26260, 6.30242], [-4.39108, -5.03207, 6.03961], [-2.76135, -3.46130, 5.30296], [-3.11894, -3.57275, 3.96015], [-2.46829, -2.84340, 2.98856], [-1.43476, -1.97875, 3.34821], [-0.73529, -1.20813, 2.42688], [-0.91946, -1.12194, 1.05943], [-1.74630, -1.74510, 0.43252], [-0.04862, -0.25468, 0.46896], [-0.11381, 0.04196, -0.94694], [1.19576, -0.33704, -1.64847], [1.21199, 0.20952, -3.08486], [-0.04507, -0.20952, -3.86266], [-1.04948, 0.92507, -3.58006], [-0.27329, 1.88250, -2.66274], [-0.45915, 1.51649, -1.18290], [1.09158, 1.65612, -3.11327], [2.15130, 2.43420, -2.51314], [1.97544, 3.86014, -2.88023], [1.92187, 4.89691, -2.07721], [1.72921, 5.95936, -2.85015], [1.65884, 5.63560, -4.07146], [1.80592, 4.31109, -4.14799], [1.82281, 3.57824, -5.38948], [3.22694, 3.29445, -5.81284], [4.14710, 4.06141, -6.46455], [5.32460, 3.27883, -6.54789], [5.03295, 2.09961, -5.93771], [3.76831, 2.09916, -5.48417], [-1.07276, -1.86838, 4.69387], [-1.72675, -2.59893, 5.66080], [-3.64524, -4.92386, 10.71593], [-2.08592, -4.59318, 9.94602], [-3.29083, -3.30958, 10.08192], [-3.59826, -5.85301, 8.39355], [-4.80784, -4.56468, 8.52974], [-3.92109, -4.24474, 3.69600], [-2.74861, -2.93035, 1.95266], [-0.01084, -0.63075, 2.83049], [0.59916, 0.28177, 1.02340], [-0.92327, -0.58850, -1.32472], [1.30450, -1.42210, -1.66137], [2.04422, 0.07628, -1.09671], [2.13516, -0.09362, -3.58802], [-0.41061, -1.18060, -3.53781], [0.17864, -0.27008, -4.92691], [-1.95948, 0.56803, -3.10407], [-1.32768, 1.43297, -4.50273], [-0.55383, 2.92891, -2.81671], [-1.49032, 1.70663, -0.88294], [0.18497, 2.15524, -0.57274], [2.21292, 2.38126, -1.41596], [3.09875, 2.07165, -2.92805], [1.31961, 4.19934, -6.13287], [1.28863, 2.63717, -5.22954], [4.00215, 5.05487, -6.83568], [6.25302, 3.55987, -6.99975], [5.61456, 1.21534, -5.76868], [-0.27057, -1.19969, 4.97621], [-1.44322, -2.50755, 6.69732]]
}

---

Copy entry 3 word for word.
{
  "formula": "C24H29N7O3S",
  "method": "the ωB97M-V functional and the def2-TZVPD basis",
  "homo_lumo_gap_ev": 9.219,
  "homo_energy_ev": -8.60,
  "species": ["O", "C", "N", "C", "C", "C", "C", "C", "C", "C", "C", "C", "N", "C", "C", "N", "C", "C", "C", "C", "C", "O", "C", "O", "C", "N", "N", "N", "C", "C", "C", "C", "C", "S", "N", "H", "H", "H", "H", "H", "H", "H", "H", "H", "H", "H", "H", "H", "H", "H", "H", "H", "H", "H", "H", "H", "H", "H", "H", "H", "H", "H", "H", "H"],
  "positions_angstrom": [[1.11614, -0.50840, 3.63448], [0.76947, 0.28142, 2.77831], [1.58303, 0.81433, 1.85800], [2.96781, 0.42260, 1.67781], [3.13637, -0.42283, 0.39555], [3.92846, 0.43952, -0.59678], [3.79362, 1.86343, -0.06198], [3.83375, 1.66659, 1.45077], [-0.69756, 0.72471, 2.56695], [-1.57835, 0.69513, 3.78688], [-1.06280, 0.79363, 5.07283], [-1.94764, 0.80147, 6.14181], [-3.25962, 0.73225, 6.00917], [-3.75124, 0.65570, 4.78425], [-2.96337, 0.63467, 3.64634], [-1.21455, -0.11980, 1.48372], [-1.49284, -1.50198, 1.81388], [-0.32916, -2.46278, 1.49169], [0.03647, -3.40644, 2.63763], [0.62349, -4.59280, 1.88034], [-0.27801, -4.63838, 0.64708], [-0.67531, -3.29743, 0.38762], [-1.05076, 0.34690, 0.22788], [-0.62637, 1.46687, 0.00079], [-1.41801, -0.58216, -0.93333], [-0.58719, -0.21243, -2.03719], [0.71622, -0.30687, -1.99532], [1.17064, 0.15060, -3.10591], [0.09442, 0.53169, -3.83062], [0.17586, 1.09527, -5.14070], [1.31382, 1.35165, -5.85717], [1.04169, 1.91090, -7.11875], [-0.29073, 2.07067, -7.34245], [-1.24772, 1.54326, -6.01844], [-1.03099, 0.30355, -3.15597], [1.19344, 1.39813, 1.12898], [3.24706, -0.12653, 2.58001], [2.15916, -0.65800, -0.02730], [3.64719, -1.36052, 0.60820], [4.97898, 0.14583, -0.59987], [3.53601, 0.33985, -1.60641], [2.83436, 2.28639, -0.36397], [4.58445, 2.52096, -0.41892], [4.85569, 1.46214, 1.77150], [3.46045, 2.52464, 2.00820], [-0.69664, 1.75221, 2.17926], [-0.00105, 0.84705, 5.24324], [-1.58423, 0.86903, 7.15854], [-4.83018, 0.61096, 4.71436], [-3.41391, 0.57924, 2.66699], [-1.69611, -1.53713, 2.88490], [-2.38694, -1.84137, 1.28461], [0.55541, -1.87270, 1.20895], [0.72609, -2.93501, 3.33250], [-0.86545, -3.70905, 3.17248], [0.59396, -5.52065, 2.44554], [1.65287, -4.38352, 1.58878], [0.22512, -5.02509, -0.24229], [-1.17613, -5.24070, 0.83691], [-1.24254, -1.63235, -0.69367], [-2.45694, -0.42257, -1.23094], [2.29566, 1.14033, -5.47550], [1.80184, 2.18270, -7.82888], [-0.77335, 2.47009, -8.21234]]
}